#i
ORCA calculation (ωB97M-V/def2-TZVPD) on a 2-piece molecular cluster, C5H16NSi overall.

Computed properties:
Total charge = +1
Orbital gap = 7.0 eV
Highest occupied orbital energy = -12.235 eV

Last column: Löwdin charge in e.
Cartesian coordinates (Å):
C  0.2067  2.5024  -0.6308  -0.184
C  1.6739  -2.0006  -0.6759  -0.172
C  -1.0749  -3.2852  -1.3798  -0.180
C  -0.8803  -0.9000  1.0091  -0.168
C  0.2635  3.0747  1.6414  -0.169
N  -0.2693  2.1636  0.6743  -0.268
Si  -0.1210  -2.0701  -0.2644  0.978
H  0.0898  3.5659  -1.0548  0.114
H  1.2595  2.2666  -0.6784  0.061
H  -0.1108  1.6812  -1.3675  0.088
H  2.2150  -1.0396  -0.4632  0.072
H  2.2250  -2.7774  -0.1758  0.042
H  1.4215  3.0314  1.4944  0.114
H  -0.6245  -4.3291  -1.5535  0.082
H  -2.0720  -3.5628  -1.0571  0.028
H  -1.3026  -3.0148  -2.4147  0.048
H  -0.3937  0.1161  0.9885  0.024
H  -1.9954  -0.8367  0.8521  0.067
H  -0.7140  -1.4634  1.9191  0.034
H  0.1182  4.1296  1.4421  0.067
H  -0.1725  2.7889  2.6311  0.096
H  1.6329  -2.2654  -1.7571  0.059
H  -1.3749  2.2248  0.8209  0.170



#ii
ORCA calculation (ωB97M-V/def2-TZVPD) on a 2-piece molecular cluster, C5H16NSi overall.

Computed properties:
Total charge = +1
Orbital gap (alpha / beta) = 9.1 / 8.1 eV
Highest occupied orbital energy (alpha / beta) = -14.087 / -12.560 eV

Last column: Löwdin charge in e.
Cartesian coordinates (Å):
C  0.5738  -1.6102  0.1678  -0.052
C  -1.7251  -0.9395  -0.3734  -0.066
C  0.0937  -0.4649  -1.8713  -0.114
C  -0.4490  0.9290  2.1746  -0.206
C  1.9181  1.6071  -0.0543  -0.205
N  -0.2772  -0.6313  -0.4914  -0.437
Si  0.1231  1.1776  0.3875  0.846
H  1.5400  -1.2015  0.0362  0.066
H  0.4459  -1.6627  1.2064  0.086
H  0.4941  -2.6023  -0.2409  0.120
H  -2.2233  -0.8953  -1.3310  0.101
H  -1.9569  -1.8569  0.2557  0.137
H  -2.0922  -0.1949  0.2802  -0.005
H  0.1131  -1.4066  -2.3863  0.100
H  -0.4376  0.2952  -2.5521  0.135
H  1.1998  -0.0074  -1.8921  0.118
H  -1.3403  0.2716  2.2876  0.054
H  0.2531  0.4610  2.8661  0.049
H  -0.9277  1.7416  2.5818  -0.003
H  2.6822  0.6668  -0.2243  0.113
H  1.9992  2.1032  -1.0430  0.044
H  2.3246  2.2110  0.6857  -0.004
H  -2.3315  2.0093  -0.4694  0.123



Which of them is the most stable, and which is the least stable? #i and #ii, in that order.



#i
ORCA calculation (ωB97M-V/def2-TZVPD) on an isolated molecule of CH2N2O3.

Computed properties:
Orbital gap (alpha / beta) = 9.6 / 10.0 eV
Highest occupied orbital energy (alpha / beta) = -10.779 / -11.011 eV

Last column: Löwdin charge in e.
Cartesian coordinates (Å):
C  1.1216  0.0158  0.0143  -0.554
N  -0.8541  1.2069  -0.0840  0.129
N  -0.9923  -1.0359  0.0046  0.098
O  2.2902  -0.0361  -0.1751  0.192
O  0.4290  1.1382  0.3066  -0.020
O  0.3418  -1.1023  0.0079  -0.038
H  -0.9670  0.8985  -1.0766  0.087
H  -1.3693  -1.0850  1.0022  0.105



#ii
ORCA calculation (ωB97M-V/def2-TZVPD) on a 2-piece molecular cluster, CH2N2O3 overall.

Computed properties:
Orbital gap = 10.3 eV
SMILES = O=[NH+][O-].C#[N+][O-]
Highest occupied orbital energy = -10.642 eV

Last column: Löwdin charge in e.
Cartesian coordinates (Å):
C  -1.0322  0.4962  -0.2887  0.082
N  -1.9715  -0.1945  -0.3005  -0.191
N  0.8716  -1.0253  0.0778  -0.342
O  -2.6825  -1.0921  -0.0631  0.088
O  1.7977  -0.6241  -0.6235  0.040
O  0.3070  -2.1042  0.1074  0.060
H  -0.8592  1.5008  0.0392  0.099
H  0.6738  -0.3455  0.8550  0.164



#iii
ORCA calculation (ωB97M-V/def2-TZVPD) on a 2-piece molecular cluster, CH2N2O3 overall.

Computed properties:
Orbital gap (alpha / beta) = 10.3 / 8.1 eV
Highest occupied orbital energy (alpha / beta) = -10.395 / -9.581 eV

Last column: Löwdin charge in e.
Cartesian coordinates (Å):
C  0.1469  0.1847  -0.2868  -0.243
N  1.1115  0.8727  -0.9719  0.090
N  0.7948  -1.2384  -2.9046  -0.204
O  1.4690  -1.1672  -3.8461  0.149
O  0.2494  -2.1055  -2.2723  0.079
O  -0.1612  1.1893  -1.1838  -0.026
H  -0.1912  -0.7536  -0.6080  0.064
H  0.0084  0.4435  0.7089  0.092



#iv
ORCA calculation (ωB97M-V/def2-TZVPD) on a 2-piece molecular cluster, CH2N2O3 overall.

Computed properties:
Orbital gap = 5.3 eV
Highest occupied orbital energy = -7.760 eV

Last column: Löwdin charge in e.
Cartesian coordinates (Å):
C  0.0716  -0.0379  0.1581  -0.221
N  -1.2628  -0.1684  0.5429  0.090
N  -3.4762  -1.7175  0.1503  -0.266
O  -4.0999  -1.6666  1.1384  0.112
O  -3.5025  -2.2347  -0.9031  0.095
O  -0.3098  -0.8169  1.2515  -0.031
H  0.4299  -0.5755  -0.7154  0.111
H  0.5753  0.8961  0.3858  0.110



Which of them is the most stable, and which is the least stable? #i and #iv, in that order.



#i
ORCA calculation (ωB97M-V/def2-TZVPD) on C53H41AsIrN4 as an isolated structure.

Computed properties:
Total charge = +2
Orbital gap (alpha / beta) = 4.8 / 4.9 eV
Highest occupied orbital energy (alpha / beta) = -12.151 / -12.795 eV
2S+1 = 2
⟨S²⟩ = 0.879

Last column: Löwdin spin population.
Cartesian coordinates (Å):
Ir  0.6199  -0.9783  -0.4291  0.106
C  -6.3861  -0.7659  -3.4691  0.005
C  -5.6016  -1.9104  -3.4613  0.000
C  -4.3575  -1.8997  -2.8499  0.007
C  -3.8750  -0.7249  -2.2748  0.011
C  -4.6682  0.4219  -2.2786  0.007
C  -5.9248  0.3943  -2.8621  0.000
C  -2.5209  -0.7185  -1.6743  0.096
C  -2.3383  -1.4816  -0.4979  0.001
C  -3.3984  -2.0184  0.2961  -0.018
C  -2.8443  -2.4570  1.4612  0.000
C  -1.4317  -2.2515  1.3683  -0.017
N  -1.1565  -1.6612  0.1651  0.038
C  -0.4291  -2.5741  2.3323  0.135
C  0.9386  -2.7009  1.9896  -0.030
C  1.9025  -3.5115  2.6779  -0.007
C  3.0280  -3.5348  1.9110  -0.016
C  2.7789  -2.7099  0.7660  -0.010
C  3.6674  -2.3724  -0.3019  0.164
C  4.6042  -3.3128  -0.8523  0.023
C  4.6109  -4.6665  -0.4350  0.057
C  5.5408  -5.5582  -0.9183  -0.003
C  6.4691  -5.1534  -1.8727  0.082
C  6.4094  -3.8609  -2.3859  -0.003
C  5.4872  -2.9612  -1.9020  0.057
C  3.5842  -1.0097  -0.8239  0.038
N  2.4092  -0.4053  -1.0746  0.027
C  2.6783  0.8281  -1.6277  -0.005
C  1.7126  1.6266  -2.2419  0.083
C  2.1144  2.9921  -2.6465  0.009
C  2.0972  3.4307  -3.9693  0.007
C  2.4359  4.7401  -4.2697  0.000
C  2.7672  5.6291  -3.2557  0.007
C  2.7958  5.1962  -1.9380  -0.001
C  2.4837  3.8805  -1.6334  0.008
C  0.3678  1.2074  -2.4742  0.023
C  -0.5862  1.8226  -3.3474  -0.008
C  -1.7446  1.1136  -3.2503  0.014
C  -1.5361  0.1081  -2.2513  -0.006
N  -0.2358  0.1671  -1.8374  0.030
C  4.0897  1.0277  -1.6283  0.023
C  4.6531  -0.1173  -1.1276  -0.007
N  1.5171  -2.2066  0.8594  0.034
C  -0.7523  -2.7503  3.7588  0.014
C  -1.8309  -3.4849  4.2607  0.018
C  -2.0754  -3.5425  5.6211  -0.001
C  -1.2388  -2.8903  6.5174  0.022
C  -0.1540  -2.1685  6.0406  -0.002
C  0.0867  -2.1008  4.6792  0.020
H  -7.3571  -0.7776  -3.9448  0.000
H  -5.9579  -2.8170  -3.9311  0.000
H  -3.7390  -2.7888  -2.8470  0.000
H  -4.3099  1.3257  -1.7986  0.000
H  -6.5464  1.2792  -2.8398  0.000
H  -4.4381  -2.0278  0.0149  -0.001
H  -3.3822  -2.8666  2.2953  0.001
H  1.7291  -4.0385  3.6007  0.000
H  3.9597  -4.0219  2.1412  0.000
H  3.8597  -5.0132  0.2562  0.001
H  5.5395  -6.5796  -0.5636  -0.002
H  7.2108  -5.8498  -2.2394  0.004
H  7.0867  -3.5686  -3.1765  -0.002
H  5.4342  -1.9789  -2.3429  0.002
H  1.8562  2.7337  -4.7623  0.000
H  2.4386  5.0701  -5.2997  0.000
H  3.0128  6.6548  -3.4941  0.000
H  3.0599  5.8826  -1.1447  0.000
H  2.4927  3.5371  -0.6053  0.000
H  -0.3943  2.6783  -3.9710  -0.001
H  -2.6609  1.2745  -3.7916  0.001
H  4.6058  1.8980  -1.9983  0.001
H  5.7005  -0.2978  -0.9556  -0.001
H  -2.4408  -4.0764  3.5933  0.000
H  -2.9129  -4.1191  5.9896  0.000
H  -1.4271  -2.9586  7.5800  0.001
H  0.5094  -1.6605  6.7275  0.000
H  0.9220  -1.5159  4.3145  0.000
C  0.8094  2.4538  2.3216  -0.004
As  -0.2291  1.1843  1.2731  -0.023
C  -1.5986  0.7114  2.5624  -0.006
C  -1.2532  2.3268  0.0277  -0.002
C  -2.0892  3.3552  0.7192  -0.001
C  -1.5799  4.6227  0.9970  0.000
C  -2.3784  5.5901  1.5887  0.000
C  -3.6954  5.3014  1.9159  0.000
C  -4.2246  4.0563  1.6044  0.000
C  -3.4226  3.0851  1.0259  0.000
H  0.3173  3.4232  2.2746  -0.001
H  1.8293  2.5428  1.9532  0.000
H  0.8365  2.1057  3.3522  0.000
H  -2.0189  1.6308  2.9689  -0.001
H  -1.1654  0.1239  3.3717  0.000
H  -2.3880  0.1271  2.0923  0.000
H  -1.8807  1.6374  -0.5299  0.001
H  -0.5356  2.7791  -0.6554  0.000
H  -0.5624  4.8672  0.7105  0.000
H  -1.9681  6.5711  1.7878  0.000
H  -4.3082  6.0437  2.4084  0.000
H  -5.2658  3.8418  1.8044  0.000
H  -3.8428  2.1158  0.7763  0.000



#ii
ORCA calculation (ωB97M-V/def2-TZVPD) on C53H41AsIrN4 as an isolated structure.

Computed properties:
Total charge = +2
Orbital gap (alpha / beta) = 4.3 / 4.1 eV
Highest occupied orbital energy (alpha / beta) = -12.219 / -12.211 eV
2S+1 = 2
⟨S²⟩ = 0.800

Last column: Löwdin spin population.
Cartesian coordinates (Å):
Ir  -1.2756  0.4132  -0.4756  0.645
C  -2.3887  -5.2414  4.5676  0.004
C  -3.3410  -4.2314  4.5757  0.000
C  -3.2664  -3.1915  3.6694  0.003
C  -2.2468  -3.1534  2.7138  0.003
C  -1.3158  -4.2009  2.6913  0.004
C  -1.3791  -5.2231  3.6155  0.000
C  -2.1272  -2.0569  1.7502  0.024
C  -2.1476  -0.7381  2.1950  -0.008
C  -2.2529  -0.3427  3.5747  -0.005
C  -2.3080  1.0098  3.5973  -0.006
C  -2.2195  1.4612  2.2327  -0.007
N  -2.0658  0.3833  1.4037  0.008
C  -2.2380  2.8041  1.8508  0.025
C  -1.8670  3.2346  0.5430  -0.001
C  -1.9165  4.5799  0.0916  0.054
C  -1.3422  4.6038  -1.1607  0.017
C  -1.0229  3.2659  -1.4858  0.030
C  -0.4151  2.8673  -2.7022  0.012
C  0.1690  3.9328  -3.5329  0.001
C  -0.6032  4.8769  -4.2062  0.001
C  0.0120  5.9007  -4.9041  0.000
C  1.3970  6.0065  -4.9070  0.001
C  2.1704  5.0565  -4.2554  0.000
C  1.5619  4.0121  -3.5881  0.001
C  -0.2528  1.5512  -3.1045  0.014
N  -0.5709  0.4360  -2.3692  0.004
C  -0.2126  -0.6454  -3.1168  0.011
C  -0.3192  -1.9968  -2.7699  0.012
C  0.5712  -2.9120  -3.4851  0.001
C  1.9033  -2.4817  -3.6196  0.003
C  2.8486  -3.2529  -4.2597  0.000
C  2.4948  -4.4900  -4.7788  0.003
C  1.1863  -4.9344  -4.6495  0.000
C  0.2315  -4.1603  -4.0140  0.002
C  -1.0936  -2.4290  -1.6515  0.027
C  -1.5076  -3.7483  -1.3727  0.019
C  -2.0383  -3.7420  -0.1011  0.047
C  -1.9077  -2.4220  0.3903  0.000
N  -1.4016  -1.6075  -0.5881  0.055
C  0.2762  -0.2034  -4.3970  0.006
C  0.2454  1.1510  -4.3906  0.002
N  -1.3505  2.4322  -0.4383  0.059
C  -2.5891  3.8129  2.8453  0.003
C  -3.7028  3.6521  3.6819  0.004
C  -4.0158  4.6063  4.6304  0.000
C  -3.2279  5.7418  4.7683  0.005
C  -2.1153  5.9100  3.9539  0.000
C  -1.7986  4.9597  3.0040  0.005
H  -2.4335  -6.0371  5.2938  0.000
H  -4.1480  -4.2564  5.2900  0.000
H  -4.0235  -2.4226  3.6583  0.000
H  -0.5185  -4.1813  1.9612  0.000
H  -0.6338  -6.0036  3.5949  0.000
H  -2.2524  -1.0176  4.4073  0.000
H  -2.3621  1.6497  4.4547  0.000
H  -2.3541  5.4054  0.6168  0.002
H  -1.1562  5.4591  -1.7795  0.000
H  -1.6793  4.7831  -4.1942  0.000
H  -0.5844  6.6234  -5.4412  0.000
H  1.8727  6.8328  -5.4109  0.000
H  3.2470  5.1397  -4.2562  0.000
H  2.1475  3.2724  -3.0602  0.000
H  2.1904  -1.5378  -3.1758  0.000
H  3.8586  -2.8841  -4.3497  0.000
H  3.2301  -5.1074  -5.2719  0.000
H  0.9030  -5.8870  -5.0710  0.000
H  -0.7905  -4.5036  -3.9864  0.000
H  -1.4233  -4.5994  -2.0122  0.001
H  -2.4615  -4.5727  0.4259  0.002
H  0.5366  -0.8581  -5.2044  0.000
H  0.4897  1.8233  -5.1878  0.000
H  -4.3442  2.7931  3.5542  0.000
H  -4.8854  4.4803  5.2587  0.000
H  -3.4827  6.4909  5.5032  0.000
H  -1.4940  6.7867  4.0603  0.000
H  -0.9043  5.0659  2.4083  0.000
C  2.9354  0.4020  -0.8519  -0.011
As  1.4270  -0.0441  0.3240  -0.055
C  2.1219  0.6994  1.9974  -0.011
C  1.6036  -2.0191  0.5494  -0.006
C  2.9134  -2.4293  1.1213  -0.002
C  3.0893  -2.4659  2.5058  -0.001
C  4.2843  -2.8913  3.0533  0.000
C  5.3208  -3.2877  2.2212  -0.002
C  5.1598  -3.2569  0.8434  0.000
C  3.9688  -2.8168  0.2949  -0.001
H  3.8244  -0.1274  -0.5049  -0.002
H  3.1265  1.4752  -0.8267  0.000
H  2.7214  0.1119  -1.8783  0.000
H  3.0918  0.2497  2.2118  -0.002
H  1.4392  0.5134  2.8245  0.000
H  2.2543  1.7754  1.8840  0.000
H  1.4423  -2.4619  -0.4363  0.000
H  0.7811  -2.3100  1.2061  0.000
H  2.2645  -2.1927  3.1524  0.000
H  4.4093  -2.9233  4.1250  0.000
H  6.2543  -3.6130  2.6484  0.000
H  5.9684  -3.5772  0.2051  0.000
H  3.8344  -2.8013  -0.7791  0.000



Which of them is the most stable, and which is the least stable? #i and #ii, in that order.